Molecular formula: C4H9NO2
Method: DFT, ωB97M-V with the def2-TZVPD basis set

Properties
E_HOMO	-10.037	eV
ΔE to the lowest compared entry with this formula, charge and spin	118.2	kJ/mol
LUMO	0.43	eV
total energy	-9878.835	eV
structure (SMILES)	NC(=O)CC=O.C

Bonds (Å) are listed after each position.
Positions of all 16 atoms, in Å:
1 N -0.984 -1.131 -2.038  C2 1.361, H7 1.008, H8 1.014
2 C -1.335 0.117 -1.624  N1 1.361, O3 1.213, C4 1.532
3 O -2.108 0.851 -2.203  C2 1.213
4 C -0.641 0.523 -0.320  C2 1.532, C5 1.511, H9 1.098, H10 1.092
5 C 0.845 0.372 -0.549  C4 1.511, O6 1.215, H11 1.104
6 O 1.389 -0.707 -0.667  C5 1.215
7 H -1.223 -1.383 -2.984  N1 1.008
8 H -0.166 -1.557 -1.616  N1 1.014
9 H -0.973 -0.150 0.482  C4 1.098
10 H -0.931 1.548 -0.082  C4 1.092
11 H 1.424 1.306 -0.659  C5 1.104
12 C 1.367 0.755 2.112  H13 1.089, H14 1.098, H15 1.092, H16 1.087
13 H 0.713 0.437 2.924  C12 1.089
14 H 0.951 1.665 1.661  C12 1.098
15 H 2.380 0.970 2.460  C12 1.092
16 H 1.444 -0.070 1.408  C12 1.087